Formula: C5H26N2O7
Source: the OMol25 dataset
Level of theory: wB97M-V/def2-TZVPD

Its LUMO energy is 0.42 eV. As for the HOMO energy: -0.322 hartree. The SMILES is C[C@@H](N)CNCCO.O.O.O.O.O.O. The calculation puts the HOMO-LUMO gap at 9.2 eV. The multiplicity is 1.

The geometry in XYZ format:
```
40
Properties=species:S:1:pos:R:3:forces:R:3:mulliken_charge:R:1
N 2.401444 0.008387 1.026304 0.2 -0.2 -0.3 -0.6441
C 1.520386 -0.521991 -0.025440 -0.7 -0.4 0.1 1.4925
C 2.261984 -1.532687 -0.872539 1.1 0.0 -0.5 -1.8751
C 0.891422 0.607198 -0.811487 -0.9 -0.1 -0.8 -1.1668
N -0.358974 0.237990 -1.543311 1.2 -1.4 0.3 -0.3091
C -1.273194 -0.596407 -0.776687 -1.4 0.7 0.3 -0.4127
C -2.516744 -0.888270 -1.628391 0.2 -0.9 -0.7 -0.6178
O -2.589347 -2.246523 -2.123018 0.4 -0.3 0.4 -0.5910
H 1.804686 0.327326 1.774262 -0.1 0.5 0.3 0.1589
H 2.880730 -0.793144 1.425139 0.3 0.1 0.0 0.2988
H 0.679418 -1.006431 0.469266 0.0 -0.3 0.1 -0.1590
H 1.917349 -1.647371 -1.899017 -0.5 0.1 0.1 0.3551
H 3.295442 -1.175442 -0.976906 0.0 0.0 0.0 0.4162
H 2.360247 -2.533511 -0.448499 -0.3 0.1 0.3 0.4302
H 1.518278 0.933817 -1.629739 0.5 0.3 0.4 0.3909
H 0.639718 1.424261 -0.128146 0.4 0.1 0.1 0.3817
H -0.804083 1.122136 -1.732832 -0.2 0.0 -0.2 0.2571
H -0.969990 -1.593380 -0.481688 1.0 -0.1 -0.2 0.4418
H -1.487859 -0.054553 0.154824 -0.6 -0.3 0.2 0.3176
H -3.484113 -0.855482 -1.133050 0.1 0.9 0.2 0.2297
H -2.418076 -0.282501 -2.527799 -0.6 0.6 0.1 0.3891
H -1.750601 -2.506720 -2.519412 0.0 0.2 0.0 0.2994
H -3.532001 -1.659015 2.010218 -0.1 0.0 -0.1 0.3292
H -3.324690 -2.826388 1.023350 -0.1 0.1 -0.1 0.3125
O -3.200724 -2.559471 1.939575 0.3 0.0 0.1 -0.6474
H 0.373037 0.335804 3.658290 -0.1 0.2 -0.2 0.3629
H 0.354729 1.856681 3.913037 0.0 0.0 0.0 0.2830
O 0.762922 1.178707 3.370238 0.1 -0.2 0.1 -0.6659
H -0.991559 -1.663442 2.616828 -0.2 0.2 -0.1 0.3093
H -0.612626 -2.022018 4.017866 0.0 0.2 0.1 0.3050
O -0.668467 -1.256643 3.432821 0.0 -0.5 0.0 -0.6477
H 3.281249 1.681039 0.114936 -0.2 0.0 -0.1 0.3321
H 4.165955 1.561379 -1.098953 0.0 0.1 -0.1 0.3154
O 3.550080 2.176379 -0.685999 0.2 -0.1 0.1 -0.6873
H 1.980126 2.938727 -1.798063 0.0 0.1 0.2 0.3457
H 1.206913 4.260015 -1.887104 0.1 0.3 0.0 0.2872
O 1.109988 3.316361 -2.002091 -0.1 -0.2 -0.2 -0.6044
H -3.592706 1.922466 -1.200359 -0.2 -0.1 0.1 0.3230
H -2.294351 2.410535 -0.637322 0.0 0.1 0.3 0.2930
O -3.085987 1.922183 -0.379086 0.1 0.2 -0.4 -0.6289
```
Positions in Å, forces in eV/Å.